The following is a quantum chemistry calculation of 2 unconnected molecules or ions with the total composition C39H44N3, from the Open Molecules 2025 dataset.

Values from the calculation:
**Multiplicity**: 1
**Orbital gap**: 4.85 eV
**DFT total energy**: -1676.5092 Ha
**Highest occupied orbital energy**: -8.763 eV
**LUMO energy**: -3.92 eV
**Total charge**: +1

Last column: Mulliken charge in e.
Cartesian coordinates (Å):
C -7.74 -2.67 -1.74  -0.618
C -7.15 -3.38 -2.96  -0.612
C -5.65 -3.04 -2.97  -0.700
N -5.49 -1.96 -2.02  0.114
C -4.29 -1.35 -1.81  1.498
C -4.21 -0.08 -1.18  -0.766
C -3.00 0.56 -1.06  -0.886
C -1.77 -0.14 -1.27  0.649
C -0.54 0.45 -0.89  -0.067
C 0.72 -0.19 -1.11  -0.045
C 1.00 -1.47 -0.53  -0.936
C 2.23 -2.07 -0.73  -0.855
C 3.17 -1.49 -1.63  1.336
N 4.31 -2.16 -1.96  0.167
C 4.71 -3.39 -1.33  -0.650
C 6.13 -3.67 -1.86  -0.660
C 6.34 -2.72 -3.05  -0.619
C 5.21 -1.68 -2.98  -0.697
C 2.91 -0.22 -2.18  -1.090
C 1.72 0.41 -1.92  -0.403
C -1.86 -1.43 -1.89  -0.518
C -3.08 -1.98 -2.22  -1.331
C -6.69 -1.64 -1.28  -0.574
H -8.69 -2.18 -1.97  0.313
H -7.91 -3.39 -0.93  0.297
H -7.30 -4.46 -2.93  0.317
H -7.60 -2.98 -3.88  0.290
H -5.05 -3.92 -2.68  0.317
H -5.31 -2.75 -3.97  0.355
H -5.13 0.39 -0.82  0.318
H -2.96 1.61 -0.76  0.381
H -0.56 1.52 -0.72  0.502
H 0.24 -1.95 0.08  0.651
H 2.47 -3.01 -0.22  0.399
H 4.68 -3.31 -0.23  0.303
H 4.03 -4.21 -1.60  0.346
H 6.86 -3.47 -1.06  0.308
H 6.22 -4.71 -2.16  0.314
H 7.32 -2.23 -3.03  0.325
H 6.23 -3.27 -3.98  0.277
H 4.70 -1.58 -3.95  0.368
H 5.61 -0.68 -2.73  0.296
H 3.66 0.27 -2.81  0.364
H 1.54 1.40 -2.35  0.692
H -0.95 -1.98 -2.12  0.477
H -3.12 -2.91 -2.78  0.362
H -7.03 -0.61 -1.51  0.313
H -6.53 -1.69 -0.19  0.304
C -3.89 2.89 2.13  -0.637
C -2.77 3.69 1.86  -0.867
C -1.50 3.13 1.74  0.057
C -1.32 1.72 1.86  1.669
C -0.04 1.08 1.79  -1.325
C 1.17 1.73 2.11  0.604
N 1.90 1.21 3.13  0.279
C 1.33 0.29 4.11  -0.410
C 2.42 0.12 5.19  -0.653
C 3.71 0.65 4.56  -0.636
C 3.29 1.55 3.39  -0.559
C 1.66 2.95 1.41  -1.224
C 1.59 3.02 0.01  1.853
C 1.89 4.19 -0.70  -1.076
C 2.33 5.32 0.00  -0.520
C 2.51 5.24 1.39  -1.006
C 2.11 4.09 2.09  -0.391
C -2.48 0.93 2.08  -0.624
C -3.74 1.50 2.18  -0.626
H -4.87 3.35 2.29  0.380
H -2.88 4.77 1.74  0.427
H -0.63 3.74 1.53  0.242
H -0.04 -0.02 1.82  0.258
H 0.39 0.69 4.54  0.276
H 1.09 -0.68 3.64  0.227
H 2.15 0.72 6.06  0.312
H 2.50 -0.92 5.49  0.351
H 4.34 1.19 5.27  0.359
H 4.30 -0.19 4.17  0.289
H 3.92 1.42 2.50  0.321
H 3.39 2.60 3.69  0.213
H 1.32 2.12 -0.51  -0.105
H 1.81 4.20 -1.78  0.400
H 2.54 6.24 -0.54  0.406
H 2.95 6.07 1.94  0.417
H 2.14 4.08 3.18  0.585
H -2.35 -0.15 2.17  0.348
H -4.62 0.85 2.30  0.459